The following is a quantum chemistry calculation of C24H31F6N7O8ReS3Si2 as an isolated structure at a distorted geometry, from the Open Molecules 2025 dataset.

- Expectation value of S²: 4.007
- Highest occupied orbital energy (alpha / beta): -0.2855 / -0.3001 Eh
- Energy relative to the best compared isomer or geometry (same formula, charge and spin): 41.65 kJ/mol
- Charge: 0
- HOMO-LUMO gap (alpha / beta): 6.63 / 5.80 eV
- 2S+1: 4

Element x y z (Å)
1 Re -0.2139 -0.0843 -0.3042
2 C 4.2358 -0.0725 1.5139
3 Si 2.4904 0.5147 1.8979
4 C 2.4611 2.1805 2.7413
5 C 1.7420 -0.6810 3.0918
6 N 1.5601 0.7535 0.3565
7 C 2.0151 1.6940 -0.4878
8 C 3.3040 2.3031 -0.4293
9 C 3.6548 3.2788 -1.3057
10 C 2.7337 3.7314 -2.2877
11 C 1.4903 3.1921 -2.3839
12 C 1.0788 2.1481 -1.5022
13 N -0.1395 1.5916 -1.4715
14 Si -1.5001 2.3280 -2.4393
15 C -1.0625 2.3480 -4.2646
16 C -1.6544 4.0435 -1.7085
17 C -3.1560 1.5157 -2.2569
18 H 4.4789 -0.9208 2.1575
19 H 4.9833 0.6991 1.7097
20 H 4.3387 -0.3987 0.4783
21 H 3.0647 2.1394 3.6520
22 H 1.4348 2.4123 3.0383
23 H 2.8308 3.0036 2.1297
24 H 2.4555 -0.7054 3.9237
25 H 1.6284 -1.6946 2.7208
26 H 0.7977 -0.3411 3.5144
27 H 4.0199 1.9758 0.3079
28 H 4.6423 3.7176 -1.2585
29 H 3.0308 4.5167 -2.9703
30 H 0.8124 3.5552 -3.1377
31 H -1.0274 3.3660 -4.6608
32 H -1.8296 1.7972 -4.8110
33 H -0.1144 1.8547 -4.4760
34 H -0.7490 4.6471 -1.7789
35 H -1.9216 3.9604 -0.6520
36 H -2.4609 4.5854 -2.2098
37 H -3.1722 0.4757 -2.5694
38 H -3.8076 2.0857 -2.9295
39 H -3.5647 1.5911 -1.2514
40 F -4.4823 0.2366 2.0921
41 C -3.6792 1.2830 2.0951
42 F -3.7317 1.9144 0.9304
43 F -4.0734 2.1221 3.0474
44 S -1.9027 0.7924 2.4807
45 O -1.1285 1.0698 1.2481
46 O -1.5414 1.6387 3.5669
47 N -1.9258 -0.7009 2.9247
48 S -1.3484 -1.9776 2.2426
49 O -0.4642 -1.6798 1.0927
50 O -0.7626 -2.8450 3.2067
51 C -2.7693 -3.0192 1.5625
52 F -2.7732 -4.1663 2.2366
53 F -2.5604 -3.2916 0.2823
54 F -3.9366 -2.4268 1.7346
55 N -3.2733 -6.1947 -4.0186
56 C -2.4525 -5.1118 -3.7925
57 C -2.9161 -4.0110 -3.0643
58 C -2.1100 -2.9069 -2.8771
59 C -0.8221 -2.8974 -3.3990
60 C -0.3487 -3.9797 -4.1282
61 C -1.1596 -5.0761 -4.3304
62 S 0.1745 -1.4783 -3.1806
63 O 1.3457 -1.5709 -3.9962
64 O -0.6910 -0.3370 -3.3163
65 N 0.6413 -1.4100 -1.5588
66 C 1.5598 -2.3691 -1.0974
67 N 2.1356 -2.1169 0.0770
68 C 2.9717 -3.0420 0.5324
69 C 3.2674 -4.1966 -0.1679
70 C 2.6340 -4.3367 -1.3900
71 N 1.7811 -3.4370 -1.8564
72 H -4.0785 -6.3031 -3.4277
73 H -2.8473 -7.0534 -4.3185
74 H -3.9188 -4.0205 -2.6545
75 H -2.4834 -2.0524 -2.3282
76 H 0.6550 -3.9490 -4.5272
77 H -0.7994 -5.9169 -4.9110
78 H 3.4249 -2.8429 1.4979
79 H 3.9511 -4.9389 0.2150
80 H 2.8072 -5.2039 -2.0188
81 O -1.9886 -0.4966 -0.7129
82 O -2.9381 -0.7481 0.1559

The following is a quantum chemistry calculation of one molecule with the formula C24H31N3O4S, from the Open Molecules 2025 dataset.

- SMILES: CCOc1cc(NC(=S)NC[C@@H]2CCCO2)c(OCC)cc1NC(=O)c1ccc(C)cc1
- Highest occupied orbital energy: -0.2804 Eh
- Energy relative to the best compared isomer or geometry (same formula, charge and spin): 109.87 kJ/mol
- Charge: 0
- HOMO-LUMO gap: 8.08 eV

Element x y z (Å)
1 C -2.8710 3.0299 -4.0129
2 C -2.8674 2.1715 -2.7580
3 O -1.5299 1.7816 -2.5109
4 C -1.2622 0.9937 -1.4231
5 C -2.1974 0.5432 -0.5127
6 C -1.8352 -0.2584 0.5714
7 N -2.8708 -0.7215 1.3955
8 C -2.9796 -0.8278 2.7469
9 S -4.3946 -1.4619 3.3380
10 N -2.0035 -0.3364 3.5293
11 C -1.9430 -0.5822 4.9454
12 C -0.9523 -1.7072 5.3183
13 C -1.3813 -3.0683 4.7680
14 C -2.3791 -3.5348 5.8284
15 C -1.8930 -2.8253 7.1035
16 O -0.9061 -1.8752 6.7191
17 C -0.4936 -0.6338 0.7296
18 O -0.1952 -1.4402 1.7970
19 C 1.0591 -2.0991 1.8489
20 C 1.1874 -3.2066 0.8108
21 C 0.4498 -0.1678 -0.1768
22 C 0.0870 0.6332 -1.2472
23 N 0.9966 1.1070 -2.1889
24 C 2.3353 0.8641 -2.2867
25 O 2.9544 0.1431 -1.5265
26 C 2.9900 1.5472 -3.4371
27 C 2.5433 2.7522 -3.9721
28 C 3.2159 3.3346 -5.0300
29 C 4.3416 2.7355 -5.5828
30 C 5.0496 3.3543 -6.7475
31 C 4.7922 1.5386 -5.0358
32 C 4.1319 0.9565 -3.9736
33 H -2.4768 2.4640 -4.8529
34 H -2.2517 3.9106 -3.8646
35 H -3.8853 3.3439 -4.2404
36 H -3.4959 1.2827 -2.9032
37 H -3.2551 2.7437 -1.9044
38 H -3.2395 0.7994 -0.6197
39 H -3.7485 -0.9014 0.9245
40 H -1.1287 -0.1019 3.0843
41 H -2.9471 -0.8496 5.2797
42 H -1.6326 0.3349 5.4547
43 H 0.0542 -1.4158 4.9964
44 H -0.5198 -3.7363 4.7295
45 H -1.8200 -2.9974 3.7762
46 H -3.3854 -3.2125 5.5633
47 H -2.3838 -4.6162 5.9437
48 H -1.4165 -3.5153 7.8067
49 H -2.7135 -2.3151 7.6211
50 H 1.8800 -1.3792 1.7546
51 H 1.0843 -2.5250 2.8556
52 H 0.3610 -3.9060 0.9128
53 H 2.1225 -3.7377 0.9628
54 H 1.1766 -2.7976 -0.1961
55 H 1.4890 -0.4302 -0.0844
56 H 0.5600 1.6675 -2.9081
57 H 1.6906 3.2649 -3.5489
58 H 2.8638 4.2746 -5.4308
59 H 6.1258 3.2231 -6.6592
60 H 4.7297 2.8742 -7.6730
61 H 4.8266 4.4157 -6.8219
62 H 5.6719 1.0644 -5.4463
63 H 4.4851 0.0335 -3.5392

The following is a quantum chemistry calculation of C24H31N5O6S2 as an isolated structure at a distorted geometry, from the Open Molecules 2025 dataset.

- Highest occupied orbital energy: -0.3055 Eh
- Energy relative to the best compared isomer or geometry (same formula, charge and spin): 2236.69 kJ/mol
- Charge: 0
- HOMO-LUMO gap: 6.32 eV

Element x y z (Å)
1 C 4.8064 8.6550 -0.9135
2 C 5.4562 7.9257 0.2906
3 H 5.6821 8.6569 1.1254
4 H 6.4632 7.4626 0.0596
5 O 4.7623 7.0459 0.7558
6 C 5.0309 6.6322 2.0053
7 O 6.0472 6.9443 2.4774
8 N 4.1731 5.6752 2.6444
9 C 2.9488 5.3272 1.9843
10 H 2.6857 5.9723 1.0213
11 C 2.9213 3.8934 1.7068
12 N 3.4317 3.0166 2.7383
13 S 2.1372 2.5307 3.4031
14 O 2.4842 1.9857 4.8452
15 O 1.1572 3.5652 3.6964
16 C 1.2650 1.4168 2.5384
17 C 0.0107 1.4352 1.8941
18 C -0.5263 0.4724 1.2336
19 C 0.2433 -0.8828 1.0607
20 C 1.4903 -0.7497 1.5322
21 C 2.1989 0.1569 2.2904
22 H 3.0155 0.2867 2.7975
23 H 2.0890 -1.6965 1.3454
24 C -0.3200 -1.7282 0.2080
25 O 0.6959 -2.8810 -0.1649
26 N -1.5905 -2.0247 -0.0387
27 C -2.0677 -2.9149 -0.9559
28 C -3.5057 -3.1841 -0.8442
29 C -3.7627 -4.0852 -1.8552
30 C -2.6542 -4.8442 -2.2508
31 S -1.1407 -4.2145 -1.4354
32 C -2.4050 -6.1163 -3.0842
33 N -3.8976 -6.6581 -3.2200
34 C -4.7375 -5.5634 -3.7075
35 C -5.0104 -4.6506 -2.4355
36 H -5.7642 -3.9007 -2.5164
37 H -5.4542 -5.4015 -1.6154
38 H -5.9571 -5.8965 -3.8938
39 H -4.4448 -4.9707 -4.3938
40 C -3.8925 -7.6370 -4.0243
41 C -5.2126 -8.6071 -4.0902
42 H -5.2749 -8.6982 -2.8345
43 H -5.9403 -8.0701 -4.2977
44 H -4.9003 -9.4785 -4.6911
45 H -3.7003 -7.3870 -5.1278
46 H -3.0080 -8.4502 -4.0877
47 H -1.9300 -6.8389 -2.7635
48 H -2.1487 -5.8260 -4.2367
49 C -4.3532 -2.2799 -0.2451
50 O -3.9959 -1.0343 0.3352
51 N -5.7007 -2.5440 -0.3065
52 H -6.0310 -3.4368 -0.6178
53 H -6.3749 -2.0920 0.1620
54 H -2.3475 -1.2777 0.2392
55 H -1.6382 0.4841 0.7791
56 H -0.7542 2.3491 2.3699
57 C 4.5915 3.4402 3.2657
58 H 4.6209 2.8891 4.2039
59 C 4.3354 4.8809 3.8342
60 H 5.0225 5.3364 4.0972
61 H 3.6407 4.9170 4.4096
62 H 5.2655 3.3453 2.6089
63 H 2.0177 3.4550 1.1077
64 H 3.7243 3.9574 0.7374
65 H 2.0025 5.4777 2.5259
66 H 5.5575 9.3581 -1.4307
67 H 3.9586 9.2082 -0.7297
68 H 4.5084 7.8655 -1.5215

The following is a quantum chemistry calculation of C24H31NO4 as an isolated structure at a distorted geometry, from the Open Molecules 2025 dataset.

- Highest occupied orbital energy: -0.3280 Eh
- Energy relative to the best compared isomer or geometry (same formula, charge and spin): 2014.31 kJ/mol
- Charge: 0
- HOMO-LUMO gap: 8.91 eV

Element x y z (Å)
1 C -4.1174 -3.7422 0.3528
2 C -4.7549 -2.5527 -0.3085
3 H -5.4721 -2.0758 0.3993
4 H -5.3652 -2.8369 -1.2602
5 O -3.9970 -1.6572 -0.8162
6 C -3.6573 -0.7604 0.3689
7 O -3.9716 -0.9532 1.6438
8 C -2.8289 0.5027 -0.3719
9 C -1.8628 1.0524 0.6777
10 N -1.0542 2.1043 0.1886
11 C -0.0046 2.7658 1.0004
12 H -0.3201 3.3629 1.6865
13 C 1.1441 3.0458 -0.0255
14 O 2.1892 3.8491 0.8917
15 H 2.7027 2.9978 1.0067
16 C 1.5738 2.1622 -0.7948
17 O 2.5770 1.1790 -0.1850
18 C 2.6258 -0.0062 -0.7235
19 C 1.6373 -0.7358 -0.3907
20 C 1.4207 -1.1019 1.1440
21 C 0.3855 -1.9600 1.4087
22 C -0.6331 -2.3668 0.7792
23 C -0.4517 -2.0356 -0.6663
24 C 0.5108 -1.2904 -1.0223
25 H 0.6265 -0.9330 -2.4919
26 H -1.1047 -2.5115 -1.4166
27 H -1.2941 -3.2812 0.9928
28 H 0.4121 -2.0296 2.5198
29 H 2.1155 -0.7880 1.8124
30 C 4.0262 -0.6043 -0.3453
31 C 4.2734 -1.7647 -0.8455
32 C 5.4327 -2.4924 -0.5812
33 C 6.4393 -1.7171 0.2895
34 C 6.1215 -0.5807 0.6249
35 C 4.9076 0.0752 0.3097
36 H 4.7746 1.3620 0.6328
37 H 6.9032 0.1131 1.0382
38 H 7.3455 -2.2004 0.8021
39 H 5.6470 -3.4413 -0.7376
40 H 3.4087 -2.3025 -1.2616
41 H 2.7081 0.0505 -1.7438
42 H 0.6459 1.7143 -1.0751
43 H 2.0754 2.6475 -1.7177
44 H 0.6379 3.9306 -0.4293
45 H 0.4020 1.7431 1.3646
46 C -1.8581 3.1737 -0.0902
47 C -2.9372 2.6909 -1.0951
48 C -3.6661 1.4390 -0.6082
49 H -4.4455 1.3126 -1.5268
50 H -4.5256 1.9253 0.2767
51 H -3.6770 3.6696 -1.4077
52 H -2.4548 2.5857 -2.1012
53 H -1.2608 4.1581 -0.5412
54 H -2.4858 3.4630 0.9357
55 H -0.9759 0.1767 1.1445
56 H -2.3139 1.4009 1.8999
57 H -2.2969 0.0815 -1.2088
58 H -4.9518 -4.5452 0.4988
59 H -3.6741 -3.3732 1.2331
60 H -3.2567 -4.0949 -0.1340

The following is a quantum chemistry calculation of one molecule with the formula C24H31NO5 at a distorted geometry, from the Open Molecules 2025 dataset.

- Highest occupied orbital energy: -0.2445 Eh
- Energy relative to the best compared isomer or geometry (same formula, charge and spin): 327.31 kJ/mol
- Charge: 0
- HOMO-LUMO gap: 6.05 eV

Element x y z (Å)
1 C -3.7653 -2.2202 -2.7991
2 C -3.2048 -1.0805 -1.9430
3 C -1.7413 -0.8083 -2.2464
4 N -0.8981 -1.9819 -2.2032
5 C 0.3733 -1.8598 -1.8535
6 C 0.9757 -0.6295 -1.1578
7 C 2.5087 -1.0315 -1.2711
8 C 2.7226 -2.3726 -2.0812
9 C 1.2914 -2.9227 -2.3179
10 C -1.3837 -3.2060 -2.8405
11 C -2.8897 -3.4795 -2.6405
12 H -4.7976 -2.4502 -2.4842
13 H -3.7803 -1.9158 -3.8615
14 H -3.7756 -0.1589 -2.1192
15 H -3.3168 -1.3344 -0.8766
16 H -1.6612 -0.3120 -3.2256
17 H -1.3970 -0.0855 -1.5114
18 H 0.8870 0.2819 -1.9428
19 H 3.0138 -0.2312 -1.8388
20 H 2.9930 -1.1343 -0.2862
21 H 3.2687 -2.2373 -3.0419
22 H 3.3280 -3.0865 -1.4820
23 H 1.1675 -3.8285 -1.6953
24 H 1.2089 -3.2839 -3.3635
25 H -1.1980 -3.2033 -3.9314
26 H -0.8696 -4.0939 -2.4491
27 H -3.0515 -3.8973 -1.6287
28 H -3.2264 -4.2496 -3.3589
29 C -1.1094 6.7574 0.6793
30 O -1.0071 5.8071 -0.3868
31 C -0.7954 4.4903 -0.1122
32 C -0.6234 3.6530 -1.2239
33 C -0.3182 2.3136 -1.0762
34 C -0.0337 1.7304 0.1563
35 C 0.5275 0.2277 0.1361
36 C 1.1081 -0.0601 1.4523
37 C 1.2086 -1.4474 1.8976
38 O 0.8221 -2.4180 1.2267
39 O 1.8311 -1.6742 3.1064
40 C 1.9096 -0.5480 4.0354
41 C 0.5552 -0.1753 4.5783
42 C 2.8680 -0.9912 5.1484
43 O 2.5297 0.5394 3.3320
44 C 2.0796 0.8572 2.0612
45 O 2.5574 1.8112 1.4839
46 C -0.3329 2.5318 1.3053
47 C -0.7024 3.8928 1.1656
48 H -1.2238 7.7237 0.1957
49 H -1.9827 6.5661 1.3070
50 H -0.2099 6.7722 1.3019
51 H -0.6915 4.0429 -2.2246
52 H -0.2481 1.6909 -1.9617
53 H -0.3429 -0.4565 0.0419
54 H -0.1196 0.1351 3.7808
55 H 0.1413 -1.0414 5.0973
56 H 0.6814 0.6390 5.2946
57 H 3.8478 -1.2535 4.7424
58 H 2.9879 -0.1874 5.8744
59 H 2.4514 -1.8607 5.6565
60 H -0.2764 2.2049 2.3542
61 H -0.8713 4.5403 2.0249

The following is a quantum chemistry calculation of one molecule with the formula C24H31O9P at a distorted geometry, from the Open Molecules 2025 dataset.

- SMILES: CCOCCOCCOCC1=C(CCCO)C(=O)C(P(O)O)=C(CC(=O)c2ccccc2)C1=O
- Highest occupied orbital energy: -0.3162 Eh
- Charge: 0
- HOMO-LUMO gap: 6.32 eV

Element x y z (Å)
1 C -5.1586 4.3701 -1.7496
2 C -3.9895 4.1356 -2.8755
3 O -4.0289 2.8175 -3.5339
4 C -3.5092 1.7511 -2.6637
5 C -1.8497 1.6878 -2.6015
6 O -1.2973 0.4506 -3.1945
7 C -0.7151 0.7055 -4.5308
8 C 0.9535 0.7280 -4.5152
9 O 1.3796 -0.6636 -4.2993
10 C 2.3958 -0.7826 -3.2422
11 C 1.7427 -0.8584 -1.7043
12 C 0.9121 -2.0667 -1.3102
13 C 0.7427 -3.2232 -2.4539
14 C -0.0474 -4.5768 -1.9833
15 C 0.7525 -5.5178 -0.9060
16 O 0.3441 -6.9210 -1.1843
17 C 0.2644 -2.0483 0.1925
18 O -0.7166 -2.8569 0.6449
19 C 0.7885 -0.9086 1.2995
20 P 0.2214 -1.1350 3.1499
21 O -1.5211 -1.4102 3.1929
22 O 1.0353 -2.5437 3.8084
23 C 1.6277 0.2620 0.9273
24 C 2.1509 1.4551 1.9203
25 C 3.0222 0.9573 3.2158
26 O 4.2422 0.4017 3.1892
27 C 2.3441 1.2137 4.7230
28 C 2.8715 0.4144 6.0925
29 C 2.1777 0.6633 7.5937
30 C 0.9137 1.6963 7.7983
31 C 0.3851 2.5203 6.4691
32 C 1.0972 2.2861 4.9825
33 C 2.0356 0.3895 -0.6812
34 O 2.5855 1.4996 -1.2253
35 H -5.7865 5.3180 -2.0321
36 H -4.6830 4.5881 -0.6791
37 H -5.8005 3.3917 -1.6138
38 H -2.9399 4.2731 -2.3465
39 H -4.1135 4.9644 -3.6944
40 H -3.9623 1.8434 -1.5644
41 H -3.8708 0.6923 -3.0588
42 H -1.3484 2.6518 -3.0864
43 H -1.5741 1.6611 -1.4581
44 H -1.0510 -0.2045 -5.2242
45 H -1.1664 1.6777 -5.0377
46 H 1.2906 1.0145 -5.6155
47 H 1.3969 1.5060 -3.7605
48 H 3.1339 0.1256 -3.3751
49 H 3.0480 -1.7545 -3.4760
50 H 0.1214 -2.7486 -3.3476
51 H 1.8135 -3.4955 -2.8988
52 H -1.1147 -4.2200 -1.5856
53 H -0.2921 -5.1905 -2.9774
54 H 0.4237 -5.2058 0.1786
55 H 1.9077 -5.3472 -1.0964
56 H -0.4081 -7.1458 -0.5513
57 H -1.6003 -2.4218 3.0695
58 H 1.5204 -3.0428 3.0862
59 H 2.8763 2.1569 1.2832
60 H 1.2175 2.1230 2.1772
61 H 3.7802 -0.3594 6.0709
62 H 2.5594 0.1064 8.5764
63 H 0.3507 1.9049 8.8107
64 H -0.5208 3.2901 6.5749
65 H 0.6396 2.9549 4.1071